(1)
A cluster of 2 separate species, C9H12N2 in total in a non-equilibrium geometry, computed with wB97M-V/def2-TZVPD.

Calculated values
* M: 148.21 g mol⁻¹
* structure (SMILES): C=C1C=CC=CC1.CC1=NN1

The geometry in XYZ format:
```
23
Properties=species:S:1:pos:R:3:forces:R:3
C 0.255382 2.017285 -1.388719 -0.723 -0.750 0.217
C 0.711580 1.083340 -0.515069 -1.870 0.994 -2.549
C 0.561560 -0.334290 -0.819368 1.162 0.394 1.711
C 1.292896 -1.173761 -0.074584 -0.357 -2.768 -2.410
C 2.013310 -0.803413 1.091542 0.897 -1.789 0.749
C 1.816793 0.413170 1.574367 1.217 -0.108 -0.084
C 1.244453 1.510187 0.765092 -0.460 0.734 1.998
H 0.317035 3.090095 -1.180042 0.066 -0.396 -0.097
H -0.400232 1.693629 -2.220178 0.817 0.325 0.214
H -0.208597 -0.638756 -1.465820 -0.346 -0.371 -1.331
H 1.349524 -2.294307 -0.335064 -0.469 1.779 0.374
H 2.546697 -1.715353 1.530901 -0.748 1.921 0.150
H 2.092778 0.668375 2.556621 0.623 0.273 1.106
H 2.000809 2.320168 0.549607 -0.866 -0.556 0.870
H 0.349996 1.822017 1.436736 1.482 0.389 -1.227
C -2.424510 -1.795065 -0.004506 -2.763 0.030 -0.664
C -2.071036 -0.487664 0.540474 0.407 -0.844 0.516
N -1.398491 0.140123 1.369861 0.580 -0.873 0.935
N -2.476313 0.802998 0.484782 -1.023 3.665 -1.360
H -2.830253 -2.489970 0.857670 1.691 0.882 -1.964
H -1.601586 -1.979080 -0.724002 -0.381 -1.236 0.877
H -3.360852 -1.622501 -0.689901 1.629 -0.278 1.267
H -1.972513 1.432639 -0.217573 -0.567 -1.416 0.701
```
Positions in Å, forces in eV/Å.

Löwdin population analysis, charges in e, atoms 1 to 4: 0.02, -0.36, -0.10, -0.12

(2)
A cluster of 2 separate species, C9H12N2 in total in a non-equilibrium geometry, computed with wB97M-V/def2-TZVPD.

Calculated values
* M: 148.21 g mol⁻¹
* net charge: +2

The geometry in XYZ format:
```
23
Properties=species:S:1:pos:R:3:forces:R:3
C 6.577162 0.422465 -2.151402 0.165 0.137 -0.112
C 5.967966 -0.789568 -2.788009 0.464 -0.138 0.564
C 6.012361 1.544887 -1.694668 0.293 -0.308 -0.165
C 3.923331 1.264155 -4.491855 -0.921 1.017 -0.042
C 4.631142 2.058283 -1.459235 0.004 0.091 0.041
C 3.602999 2.232207 -3.565542 0.342 -0.488 -1.160
C 5.489122 -0.653404 -3.990237 -1.413 2.661 0.468
C -11.512073 -2.923747 6.736015 0.126 -0.267 -0.750
C -11.731917 -1.553987 6.946011 -0.157 -0.136 0.101
N 4.878319 0.219979 -4.714586 0.563 -1.086 -0.151
N 3.722356 2.490728 -2.228932 0.369 -1.506 0.391
H 7.642810 0.311572 -2.002274 0.099 0.080 0.050
H 6.131655 -1.729261 -2.277440 -0.409 -0.175 -0.012
H 6.702899 2.221488 -1.198673 0.150 -0.016 -0.026
H 3.431531 1.450135 -5.439709 0.103 -0.017 0.073
H 4.445081 2.203488 -0.393970 0.013 0.024 0.016
H 2.976697 2.996627 -4.023136 0.046 -0.229 -0.159
H -11.179807 -3.306531 7.726561 0.061 0.091 0.367
H -10.758121 -3.173765 5.992508 -0.032 0.008 0.103
H -11.087131 -0.793542 6.520657 0.119 0.107 -0.016
H -12.557783 -1.212898 7.560328 -0.091 0.054 0.116
H -12.440072 -3.511401 6.642980 -0.056 0.139 0.096
H 5.131470 0.232089 -5.705391 0.161 -0.041 0.207
```
Positions in Å, forces in eV/Å.

Löwdin population analysis, charges in e, atoms 1 to 4: -0.05, 0.02, -0.02, -0.02

(3)
A structure of composition C9H12N2O2 in a non-equilibrium geometry, computed with wB97M-V/def2-TZVPD.

Calculated values
* M: 180.21 g mol⁻¹

The geometry in XYZ format:
```
25
Properties=species:S:1:pos:R:3:forces:R:3
C 0.278859 -2.268670 -1.182235 5.836 -0.234 -0.356
C -0.030078 0.005089 -1.284050 -1.615 1.256 2.617
C -1.560014 0.024708 -0.932582 -1.153 -4.151 1.023
C 0.716972 0.108302 0.195894 -0.960 -1.022 -2.298
C -0.051414 -0.075385 1.419542 -0.737 0.253 -3.410
C 0.678278 -0.097601 2.569088 1.156 0.567 1.195
C 2.020558 0.326732 2.426406 -0.480 -0.441 4.874
C 2.684814 0.398591 1.243512 3.655 2.318 3.433
C 2.153249 0.123498 0.060706 -5.417 0.835 1.312
H 1.019867 -3.019322 -1.735043 -2.036 1.147 1.132
H -0.720809 -2.580993 -1.057957 -0.764 -0.384 0.350
H 0.929493 -1.919813 -0.253718 -2.056 -1.815 -1.290
H -0.003307 0.895268 -1.884722 1.322 0.578 -0.307
H -3.228081 0.685805 -0.047066 1.923 1.150 -1.091
H -2.195501 3.193169 0.295333 0.873 -3.076 -4.170
H -1.907606 2.607262 -1.906573 -0.465 0.313 5.695
H -1.200871 -0.099536 1.271382 2.352 -0.327 0.898
H 0.321203 -0.303229 3.606083 -0.103 0.363 -1.164
H 2.493181 0.654567 3.499440 -0.658 -0.926 -3.053
H 3.619453 0.990389 1.400885 -0.201 -1.092 -0.823
H 2.571622 0.530542 -0.771375 1.223 0.131 -2.729
N -2.257181 1.018931 -0.381626 -0.844 3.640 0.628
N -1.830496 2.432431 -0.578324 -0.972 0.176 -1.625
O 0.408029 -1.085819 -1.997908 -1.026 0.038 0.067
O -2.212059 -1.047332 -0.851429 1.148 0.706 -0.908
```
Positions in Å, forces in eV/Å.

Löwdin population analysis, charges in e, atoms 1 to 4: -0.06, -0.23, -0.46, -0.10

(4)
An isolated molecule of C9H12N2S2 in a non-equilibrium geometry, computed with wB97M-V/def2-TZVPD.

Calculated values
* M: 212.34 g mol⁻¹
* structure (SMILES): CN1NS[C@@H](S)[C@@H]1c1ccccc1

The geometry in XYZ format:
```
25
Properties=species:S:1:pos:R:3:forces:R:3
C 2.259123 1.620656 1.251716 2.175 0.014 -1.284
N 1.131230 1.343143 0.437509 -1.867 0.363 1.402
N 1.358722 1.621390 -0.897874 -1.039 0.784 -1.075
S 2.414279 0.451915 -1.488951 0.624 -1.230 -0.650
C 1.683343 -0.904115 -0.514315 -1.793 1.239 -0.404
S 2.947418 -2.014880 0.035953 0.623 0.273 0.751
C 0.614361 0.047253 0.589282 1.244 -3.518 -1.622
C -0.830783 -0.219273 0.159736 -0.539 -0.013 -0.735
C -1.542412 0.825607 -0.418860 0.070 -0.121 -0.119
C -2.772496 0.698976 -1.006461 -0.550 -1.959 0.917
C -3.427387 -0.532834 -0.876837 -0.314 -0.465 0.075
C -2.856251 -1.632780 -0.234247 2.692 2.863 0.021
C -1.506366 -1.455348 0.207727 0.627 -1.001 1.509
H 2.048009 1.515316 2.280606 -0.423 0.146 1.074
H 3.165727 0.976892 1.020606 -0.958 0.378 0.215
H 2.567248 2.614863 0.950355 0.131 0.370 0.538
H 0.447104 1.509245 -1.373453 0.843 0.366 0.241
H 0.996541 -1.485354 -1.154034 0.315 0.089 0.380
H 3.835038 -1.040835 0.433117 -0.523 -0.651 -0.218
H 0.879332 -0.448267 1.512175 -0.188 0.360 0.558
H -1.142236 1.789607 -0.366742 0.705 1.416 0.042
H -3.303916 1.526686 -1.392320 -0.275 0.771 -0.478
H -4.451697 -0.662315 -1.193844 -0.127 0.257 -0.241
H -3.447850 -2.458203 0.009181 -0.455 -1.382 0.113
H -0.945980 -2.249124 0.799031 -0.998 0.650 -1.008
```
Positions in Å, forces in eV/Å.

Löwdin population analysis, charges in e, atoms 1 to 4: -0.09, -0.31, -0.35, 0.84

(5)
A cluster of 2 separate species, C9H12N4 in total in a non-equilibrium geometry, computed with wB97M-V/def2-TZVPD.

Calculated values
* M: 176.22 g mol⁻¹

The geometry in XYZ format:
```
25
Properties=species:S:1:pos:R:3:forces:R:3
C 1.668504 -1.499358 -0.737514 -0.224 -0.991 0.315
C -2.868999 -0.395193 0.079271 0.650 1.234 0.647
C 0.728290 0.915197 1.793189 2.291 -0.781 -0.720
C 0.724755 -0.556291 -0.891694 -4.206 3.662 0.402
C -1.612400 0.198580 -0.286852 -0.373 -1.734 -2.122
C 2.069426 0.419849 2.016525 -0.453 -1.958 -1.277
C 1.256751 0.777512 -1.377913 0.592 0.554 0.571
C -1.799775 1.562105 -0.890985 1.815 2.038 0.984
C -0.878272 -2.070053 0.085883 -3.653 1.819 -1.575
N 2.575615 -2.185405 -0.612982 1.555 -1.343 0.274
N -3.908175 -0.616039 0.507376 -0.908 -0.465 0.061
N -0.334950 1.223885 1.574291 -2.351 1.235 0.416
N -0.633269 -0.697413 -0.432821 2.738 -0.121 -0.645
H 1.918799 0.013531 3.009298 1.501 0.214 0.557
H 2.821809 1.105305 1.692037 0.531 0.998 1.092
H 2.368626 -0.433538 1.324453 -1.064 0.588 0.875
H 1.170921 1.668371 -0.742673 -0.905 -0.365 0.482
H 0.825781 1.093631 -2.325752 0.546 -0.200 -0.400
H 2.358745 0.749741 -1.327822 -0.340 -0.488 -1.048
H -2.658539 1.659363 -1.602983 0.775 -0.427 0.667
H -0.803661 1.922809 -1.390936 -2.275 -0.535 1.019
H -1.998591 2.231204 0.055663 0.310 -0.899 -2.053
H -1.998779 -2.212836 -0.056086 1.618 -0.357 0.567
H -0.400278 -2.735352 -0.535561 1.254 -1.510 -1.182
H -0.592337 -2.139594 1.074585 0.577 -0.165 2.093
```
Positions in Å, forces in eV/Å.

Löwdin population analysis, charges in e, atoms 1 to 4: -0.34, -0.23, -0.25, -0.27

(6)
An isolated molecule of C9H12N4 in a non-equilibrium geometry, computed with wB97M-V/def2-TZVPD.

Calculated values
* M: 176.22 g mol⁻¹
* structure (SMILES): c1cn(CCCn2ccnc2)cn1

The geometry in XYZ format:
```
25
Properties=species:S:1:pos:R:3:forces:R:3
C 0.564609 -1.483573 -2.662987 -0.090 -0.106 -2.241
C 0.942943 -0.648531 -1.667084 -0.797 -1.847 1.175
N 0.787954 -1.457747 -0.516954 0.528 0.873 0.251
C 1.023659 -1.004488 0.856912 1.078 0.219 0.919
C -0.183734 -1.058642 1.838486 -0.338 0.371 -0.536
C -1.284706 -0.164927 1.270509 0.187 0.967 0.175
N -0.802985 1.212574 0.994534 -0.839 0.750 -1.202
C -0.611818 2.302909 1.844161 0.112 -0.975 1.089
C -0.234910 3.325042 1.052482 1.247 1.407 -0.801
N -0.227483 2.987422 -0.288084 -0.675 -0.686 0.448
C -0.639727 1.749708 -0.285075 -0.501 -1.547 -0.114
C 0.461282 -2.693828 -0.949315 -0.489 -0.078 0.206
N 0.305285 -2.774381 -2.239401 -0.058 0.969 -0.023
H 0.401999 -1.240232 -3.728558 0.456 -0.102 0.812
H 1.277195 0.356489 -1.610504 0.065 0.510 -0.018
H 1.850574 -1.582582 1.331747 -0.381 0.386 -0.572
H 1.366385 0.052571 0.725197 -0.226 -0.894 0.462
H -0.611554 -2.065987 1.887995 0.246 -0.021 -0.010
H 0.038324 -0.765815 2.897597 0.361 -0.136 -1.079
H -1.654595 -0.609645 0.344982 0.083 0.310 -0.104
H -2.127752 -0.069536 1.939711 -0.243 -0.160 0.267
H -0.715114 2.285834 2.943665 0.124 -0.293 -0.950
H 0.213514 4.292839 1.281854 -0.610 -0.318 0.441
H -0.939901 1.127915 -1.165857 0.613 0.744 0.924
H 0.235942 -3.498955 -0.287026 0.147 -0.342 0.482
```
Positions in Å, forces in eV/Å.

Löwdin population analysis, charges in e, atoms 1 to 4: -0.17, -0.07, -0.09, -0.13

| no. | total energy (eV) |
| --- | --- |
| 1 | -12501.93058 |
| 2 | -12484.77758 |
| 3 | -16595.75684 |
| 4 | -34175.82478 |
| 5 | -15483.50099 |
| 6 | -15487.39400 |